{
  "formula": "C27H22N2O3",
  "method": "the ωB97M-V functional and the def2-TZVPD basis",
  "elements": ["C", "C", "C", "N", "O", "O", "C", "C", "C", "O", "H", "H", "H", "H", "C", "N", "C", "C", "C", "C", "C", "C", "C", "C", "C", "C", "C", "C", "C", "C", "C", "C", "C", "C", "C", "C", "H", "H", "H", "H", "H", "H", "H", "H", "H", "H", "H", "H", "H", "H", "H", "H", "H", "H"],
  "xyz": [[-2.27769, -0.98224, 2.65443], [-0.98371, -1.45201, 2.57289], [0.08523, -0.53004, 2.58162], [1.43891, -0.97079, 2.58605], [2.32661, -0.07976, 2.61487], [1.70502, -2.19245, 2.56854], [-0.15321, 0.85001, 2.64699], [-1.45488, 1.31989, 2.75793], [-2.51794, 0.40902, 2.73786], [-3.84186, 0.73238, 2.82928], [-3.13651, -1.65590, 2.64983], [-0.76448, -2.51259, 2.50736], [0.68224, 1.54255, 2.63589], [-1.58226, 2.39123, 2.87328], [-10.39194, -0.54829, 2.50009], [-9.89262, 0.80193, 2.38745], [-10.87377, 1.86107, 2.44610], [-8.56232, 1.08714, 2.52288], [-7.59128, 0.20037, 2.00110], [-6.27143, 0.60590, 1.94507], [-5.87426, 1.76755, 2.59942], [-4.38634, 2.02399, 2.61831], [-3.91728, 2.96499, 3.70529], [-3.23414, 4.05204, 3.13138], [-2.55126, 4.94508, 3.95489], [-2.60853, 4.74052, 5.33843], [-3.31343, 3.66200, 5.88803], [-3.96678, 2.73877, 5.05920], [-3.21251, 3.87960, 1.66633], [-3.88504, 2.68838, 1.34124], [-4.06652, 2.28655, 0.03792], [-3.49004, 3.07725, -0.96724], [-2.72386, 4.21039, -0.65656], [-2.58480, 4.62420, 0.67170], [-6.80216, 2.59569, 3.23384], [-8.15262, 2.28603, 3.14423], [-9.60192, -1.28028, 2.31959], [-10.81507, -0.73494, 3.50331], [-11.19704, -0.68246, 1.77258], [-10.48836, 2.73989, 1.91698], [-11.78738, 1.51004, 1.95229], [-11.10070, 2.15392, 3.48167], [-7.88106, -0.75662, 1.56975], [-5.55171, -0.02907, 1.43148], [-1.99405, 5.76014, 3.49248], [-2.09332, 5.43564, 6.00134], [-3.34674, 3.51244, 6.96206], [-4.49183, 1.86505, 5.45282], [-4.66016, 1.40368, -0.18734], [-3.64238, 2.79654, -2.00809], [-2.23936, 4.77929, -1.45358], [-2.01684, 5.50406, 0.96866], [-6.46891, 3.46852, 3.79549], [-8.89785, 2.93981, 3.59303]],
  "mulliken_charge": [-0.758, -0.387, -0.255, 0.946, -0.598, -0.609, -0.749, 0.497, 0.231, -0.302, 0.440, 0.470, 0.510, 0.339, -0.899, 0.117, -1.172, 1.085, -0.949, -0.776, -0.561, 2.971, -0.816, 0.134, -0.314, -0.714, -0.978, 0.131, 0.462, -0.525, -0.253, -0.817, -0.789, -0.628, -0.632, -0.708, 0.264, 0.294, 0.309, 0.409, 0.322, 0.338, 0.232, 0.379, 0.427, 0.398, 0.419, 0.517, 0.428, 0.417, 0.388, 0.442, 0.472, 0.401],
  "relative_energy_kcal_mol": 66.5,
  "e_lumo_ev": -0.403,
  "energy_ha": -1377.21112,
  "smiles": "CN(C)c1ccc(C2(Oc3ccc([N+](=O)[O-])cc3)c3ccccc3-c3ccccc32)cc1"
}

=====

{
  "formula": "C24H29As2Cl2CsI2N2O",
  "method": "the ωB97M-V functional and the def2-TZVPD basis",
  "elements": ["Cs", "I", "C", "C", "C", "I", "C", "O", "C", "C", "N", "C", "C", "C", "C", "C", "C", "N", "C", "H", "H", "H", "H", "H", "H", "H", "H", "H", "H", "H", "C", "As", "C", "C", "C", "C", "C", "C", "C", "As", "C", "C", "H", "H", "H", "H", "H", "H", "H", "H", "H", "H", "H", "H", "H", "H", "H", "H", "Cl", "C", "Cl", "H", "H"],
  "xyz": [[-0.84121, -0.25305, -2.24881], [-7.52276, -0.10359, -3.06940], [-5.80582, -0.66635, -2.09130], [-5.27558, -1.90929, -2.24456], [-4.10254, -2.26515, -1.62456], [-3.39884, -4.21212, -1.95995], [-3.42137, -1.39635, -0.75877], [-2.24653, -1.61141, -0.30205], [-4.02248, -0.10928, -0.57728], [-3.39639, 0.90844, 0.33026], [-2.37710, 1.72836, -0.40543], [-1.51653, 2.66034, 0.41383], [-0.64430, 3.47697, -0.50225], [-0.76690, 4.87081, -0.42289], [-0.00211, 5.67231, -1.18842], [0.92772, 5.09008, -2.06240], [0.91721, 3.72914, -2.18566], [0.21259, 2.86469, -1.42000], [-5.18685, 0.20065, -1.20639], [-5.68061, -2.70587, -2.90951], [-2.72801, 0.32272, 0.96124], [-4.15581, 1.51156, 0.80512], [-2.85075, 2.29090, -1.07575], [-0.91848, 1.98545, 1.13566], [-2.10061, 3.41436, 0.92576], [-1.57567, 5.33076, 0.14053], [-0.15528, 6.72406, -1.22361], [1.57311, 5.66014, -2.81828], [1.45539, 3.25433, -3.04433], [-5.60852, 1.19511, -0.99758], [0.60168, -2.75631, 0.28805], [0.16893, -1.08706, 1.35973], [-0.94252, -2.12456, 2.56514], [1.75245, -0.95843, 2.51274], [1.70013, -1.11512, 3.91870], [2.81947, -0.93004, 4.76531], [3.98003, -0.40892, 4.21678], [4.07939, -0.20420, 2.80312], [3.01146, -0.47305, 1.94350], [3.13748, -0.00952, -0.03094], [4.28579, 1.59045, 0.05993], [4.55723, -1.28327, -0.43702], [1.13004, -2.58336, -0.63041], [-0.37744, -3.02106, -0.06708], [1.00161, -3.50860, 0.99228], [-0.51815, -3.07936, 2.85440], [-1.90181, -2.46064, 1.94287], [-1.23453, -1.60827, 3.51591], [0.72804, -1.50012, 4.27942], [2.77494, -1.19117, 5.85677], [4.86465, -0.16674, 4.82138], [5.05642, 0.11266, 2.42356], [5.22686, 1.38572, 0.57973], [3.69466, 2.34723, 0.50653], [4.44326, 1.91385, -0.93991], [5.37897, -1.12062, 0.37060], [5.04368, -1.09756, -1.36402], [4.17171, -2.22116, -0.40191], [2.15852, -4.49432, -3.19392], [0.41506, -4.03454, -3.30609], [-0.00830, -2.97824, -4.65997], [0.11220, -3.59300, -2.36772], [-0.09686, -4.99941, -3.55066]],
  "mulliken_charge": [1.294, 0.052, -0.563, -0.169, -0.091, -0.015, -0.957, -0.193, 1.020, -1.006, -0.119, -0.277, 0.282, -0.683, -0.326, -0.532, -0.242, -0.045, -0.287, 0.239, 0.087, 0.566, 0.290, 0.088, 0.254, 0.296, 0.419, 0.282, 0.351, 0.360, -0.828, 0.299, -1.273, 0.172, -0.199, -0.672, -0.639, -0.320, 0.038, 0.394, -1.243, -1.183, 0.108, 0.363, 0.288, 0.527, 0.160, 0.412, 0.206, 0.320, 0.341, 0.162, 0.355, 0.361, 0.431, 0.269, 0.427, 0.381, -0.167, 0.463, -0.165, -0.439, 0.283],
  "relative_energy_kcal_mol": 25.8,
  "e_lumo_ev": -0.133,
  "energy_ha": -7124.07738
}

=====

{
  "formula": "C6H10O5S",
  "method": "the ωB97M-V functional and the def2-TZVPD basis",
  "elements": ["C", "C", "C", "C", "C", "C", "O", "O", "O", "O", "O", "S", "H", "H", "H", "H", "H", "H", "H", "H", "H", "H"],
  "xyz": [[-0.70213, -1.46562, -0.70781], [-0.62359, 0.10865, -1.03190], [-0.53122, -1.33986, 0.84201], [0.91185, 0.54061, -1.06291], [-0.53638, -0.27497, 1.61811], [1.33507, 2.01804, -0.80188], [-2.58990, 1.63490, 2.01018], [1.59769, -0.31088, -0.07689], [0.21615, -2.25540, -1.33999], [-1.63790, 0.66353, -0.21175], [-0.42271, -0.60854, 2.92248], [-1.35044, 1.40333, 1.30473], [-1.70227, -1.71038, -1.06578], [-0.88124, 0.31700, -2.07034], [0.08694, -2.05799, 1.27293], [1.26970, 0.20049, -2.01560], [2.16330, 2.24217, -1.38387], [1.39329, 2.18259, 0.24727], [0.58955, 2.65775, -1.24659], [0.47270, -3.02555, -0.81564], [2.03366, 0.33780, 0.38683], [-1.09213, -1.25767, 3.22642]],
  "mulliken_charge": [-0.076, -0.222, -0.368, -0.058, 0.345, -1.517, -0.511, -0.458, -0.524, -0.486, -0.583, 0.452, 0.349, 0.548, 0.297, 0.484, 0.373, 0.532, 0.353, 0.352, 0.335, 0.383],
  "relative_energy_kcal_mol": 73.9,
  "e_lumo_ev": 0.408,
  "energy_ha": -1008.83911
}

=====

Which formula does entry 2 have? C24H29As2Cl2CsI2N2O